The following is a DFT calculation (ωB97M-V with the def2-TZVPD basis set) of a cluster of 16 separate species, C60H130B6F24N16O8 in total in a non-equilibrium geometry.

Its charge is +4. The frontier orbital gap is 7.09 eV. The value obtained for the HOMO energy is -14.44 eV.

```
244
C60H130B6F24N16O8 (ωB97M-V with the def2-TZVPD basis set)
C -17.83 6.34 6.46
C -16.93 5.37 7.28
N -16.02 6.04 8.19
C -14.78 6.54 7.93
C -14.27 7.17 9.09
N -15.23 6.86 10.08
C -16.22 6.11 9.54
C -15.15 7.29 11.48
H -18.46 7.05 6.99
H -18.32 5.82 5.63
H -17.13 7.04 6.00
H -16.29 4.67 6.74
H -17.61 4.66 7.77
H -14.46 6.37 6.91
H -13.35 7.65 9.36
H -16.99 5.74 10.20
H -14.86 6.38 12.02
H -16.12 7.61 11.85
H -14.42 8.09 11.62
C -11.99 2.56 8.33
C -13.19 3.00 9.13
N -14.25 2.01 8.93
C -15.08 1.75 7.83
C -15.96 0.68 8.04
N -15.69 0.28 9.37
C -14.58 0.99 9.81
C -16.50 -0.56 10.20
H -12.02 2.64 7.24
H -11.69 1.52 8.40
H -11.13 3.09 8.73
H -13.65 3.93 8.80
H -12.99 3.01 10.20
H -14.98 2.49 7.05
H -16.83 0.40 7.46
H -14.13 0.80 10.77
H -16.03 -0.86 11.14
H -16.65 -1.52 9.70
H -17.50 -0.16 10.36
C -4.08 4.17 1.10
C -3.17 3.44 0.12
N -3.66 2.14 -0.14
C -2.84 0.96 -0.33
C -3.67 -0.10 -0.69
N -4.98 0.34 -0.63
C -4.97 1.68 -0.23
C -6.21 -0.45 -0.81
H -3.76 5.22 1.11
H -3.95 3.72 2.08
H -5.16 4.11 0.95
H -2.12 3.45 0.39
H -3.18 3.98 -0.82
H -1.77 0.99 -0.25
H -3.41 -1.11 -0.98
H -5.79 2.37 -0.24
H -6.25 -1.02 0.12
H -6.02 -1.19 -1.58
H -7.16 0.07 -0.94
C -9.04 -3.55 0.72
C -9.56 -2.13 0.91
N -9.86 -1.90 2.28
C -10.20 -2.84 3.31
C -10.54 -2.13 4.43
N -10.28 -0.78 4.23
C -9.84 -0.74 2.98
C -10.38 0.24 5.22
H -9.81 -4.32 0.73
H -8.37 -3.94 1.49
H -8.60 -3.70 -0.27
H -10.48 -1.92 0.36
H -8.89 -1.33 0.58
H -10.14 -3.91 3.22
H -10.94 -2.45 5.38
H -9.53 0.20 2.54
H -11.44 0.46 5.24
H -9.87 1.17 4.95
H -9.94 -0.01 6.18
C -6.14 5.30 4.15
C -6.74 4.51 5.38
N -8.11 4.93 5.75
C -9.03 4.15 6.40
C -10.17 4.93 6.66
N -9.93 6.24 6.23
C -8.71 6.17 5.61
C -10.85 7.32 6.32
H -6.23 6.36 4.37
H -6.50 5.04 3.15
H -5.08 5.04 4.20
H -6.06 4.66 6.22
H -6.79 3.44 5.16
H -8.78 3.15 6.71
H -11.08 4.74 7.21
H -8.31 7.00 5.05
H -10.44 8.15 6.90
H -11.74 6.92 6.81
H -11.12 7.63 5.30
C -3.11 3.11 5.65
C -2.47 2.07 6.57
N -2.26 0.75 5.81
C -2.62 -0.52 6.26
C -2.32 -1.41 5.24
N -1.87 -0.77 4.19
C -1.71 0.58 4.58
C -1.37 -1.18 2.91
H -2.55 3.35 4.75
H -3.32 4.09 6.08
H -4.07 2.76 5.27
H -2.98 1.83 7.50
H -1.49 2.46 6.86
H -2.95 -0.68 7.28
H -2.47 -2.48 5.21
H -1.39 1.41 3.98
H -2.16 -1.47 2.22
H -0.71 -2.03 3.06
H -0.76 -0.40 2.47
C -8.05 7.46 8.79
O -6.69 7.41 8.55
C -6.09 6.26 8.92
C -4.59 6.48 8.69
N -3.61 5.52 9.50
H -3.68 5.76 10.48
H -3.98 4.59 9.37
C -2.10 5.60 9.18
C -1.37 4.34 9.75
O -2.02 3.13 9.52
C -1.38 2.02 10.15
H -8.55 8.19 8.16
H -8.28 7.89 9.76
H -8.64 6.59 8.48
H -6.41 5.42 8.31
H -6.29 6.13 9.98
H -4.35 7.37 9.26
H -4.31 6.36 7.65
H -1.84 6.59 9.55
H -1.96 5.68 8.10
H -1.26 4.44 10.83
H -0.35 4.31 9.36
H -0.44 1.86 9.63
H -2.03 1.17 9.96
H -1.20 2.15 11.22
C -14.45 8.00 4.58
O -13.87 8.74 3.51
C -13.31 10.03 3.87
C -12.62 10.69 2.65
N -13.39 10.83 1.35
H -12.73 10.69 0.59
H -13.99 10.07 1.06
C -14.33 12.06 1.24
C -13.64 13.45 1.50
O -13.26 13.66 2.86
C -14.33 14.30 3.64
H -13.73 7.61 5.30
H -15.17 7.26 4.22
H -15.08 8.63 5.21
H -12.57 9.97 4.66
H -14.01 10.76 4.27
H -11.89 9.97 2.29
H -12.19 11.64 2.96
H -15.11 11.87 1.97
H -14.88 11.92 0.31
H -14.30 14.28 1.21
H -12.70 13.50 0.95
H -13.93 14.27 4.66
H -15.29 13.79 3.70
H -14.55 15.35 3.44
C -0.20 9.97 -0.39
O -0.33 9.30 0.88
C -0.28 7.91 0.84
C -1.46 7.38 1.66
N -2.77 8.00 1.16
H -2.56 8.95 0.89
H -2.96 7.53 0.28
C -3.97 7.91 2.11
C -5.05 8.91 1.61
O -4.55 10.34 1.69
C -5.48 11.31 1.39
H -0.19 11.04 -0.14
H -0.83 9.71 -1.24
H 0.82 9.78 -0.71
H 0.59 7.66 1.45
H -0.25 7.48 -0.17
H -1.33 7.56 2.73
H -1.61 6.31 1.75
H -3.58 8.26 3.06
H -4.28 6.86 2.19
H -5.93 8.59 2.16
H -5.37 8.85 0.57
H -6.18 10.98 0.63
H -5.02 12.29 1.28
H -6.13 11.29 2.27
C -10.03 3.93 2.92
O -10.18 5.18 2.20
C -11.45 5.65 2.15
C -11.43 7.13 1.65
N -11.24 7.19 0.13
H -11.98 6.67 -0.34
H -11.33 8.12 -0.24
C -9.97 6.47 -0.34
C -9.71 6.74 -1.84
O -10.90 6.68 -2.56
C -10.67 6.67 -3.96
H -10.39 3.03 2.41
H -10.49 3.97 3.91
H -8.94 3.92 3.04
H -11.99 5.69 3.10
H -12.10 5.02 1.53
H -10.60 7.73 2.03
H -12.41 7.60 1.70
H -10.01 5.40 -0.12
H -9.10 6.57 0.30
H -9.04 6.01 -2.29
H -9.16 7.68 -1.97
H -9.74 6.24 -4.35
H -10.68 7.71 -4.29
H -11.45 6.09 -4.44
B -2.56 7.21 5.46
F -2.90 7.70 6.73
F -3.78 6.72 5.09
F -2.22 8.36 4.74
F -1.58 6.28 5.51
B -9.09 9.94 4.30
F -8.78 9.75 5.62
F -9.79 8.86 3.77
F -9.78 11.10 4.07
F -7.90 9.97 3.59
B -10.94 6.29 10.49
F -10.03 6.27 11.49
F -12.18 6.03 10.96
F -10.95 7.42 9.72
F -10.58 5.24 9.66
B -13.73 3.68 4.88
F -14.69 2.69 4.87
F -13.96 4.50 3.82
F -13.79 4.30 6.13
F -12.53 3.06 4.75
B -5.99 2.40 8.99
F -7.12 3.11 8.56
F -5.14 3.23 9.65
F -6.44 1.28 9.80
F -5.35 1.90 7.84
B -6.89 1.65 2.75
F -7.17 2.77 1.99
F -5.61 1.76 3.25
F -7.68 1.51 3.87
F -6.98 0.57 1.94
```

Results of the Mulliken charge analysis, in e, for atoms 1 through 8: -0.982 -0.060 0.516 -0.403 -1.191 0.188 -0.259 -0.854

***

The following is a DFT calculation (ωB97M-V with the def2-TZVPD basis set) of a cluster of 18 separate species, C21H63NO22S in total in a non-equilibrium geometry.

Its charge is 0. The frontier orbital gap is 6.25 eV. The value obtained for the HOMO energy is -6.19 eV.

```
108
C21H63NO22S (ωB97M-V with the def2-TZVPD basis set)
C 6.49 -0.20 1.47
C 5.65 -1.27 0.69
C 6.22 -2.74 0.56
C 4.41 -0.99 0.09
C 4.24 -0.89 -1.47
C 3.62 0.50 -1.92
C 2.03 0.50 -1.77
C 1.35 1.31 -2.93
C 1.59 0.89 -0.30
C 0.77 2.22 -0.14
C -0.77 1.91 -0.04
C -1.58 2.70 0.90
C -3.01 2.48 1.12
C -3.63 1.41 0.36
C -2.82 0.64 -0.62
C -1.41 0.86 -0.84
C -3.84 -0.34 -1.25
O -3.83 -0.81 -2.35
N -4.84 -0.50 -0.21
C -4.41 -1.33 0.95
C -4.90 -2.83 0.90
C -4.76 -3.53 -0.50
S -3.03 -3.83 -1.04
O -2.06 -3.03 -0.28
O -2.89 -3.63 -2.48
O -2.60 -5.41 -0.78
C -5.08 0.85 0.33
O -6.13 1.30 0.66
H 6.81 0.57 0.72
H 5.87 0.30 2.26
H 7.39 -0.67 1.93
H 5.44 -3.41 0.15
H 7.15 -2.72 -0.08
H 6.52 -3.09 1.59
H 3.53 -0.84 0.79
H 5.27 -0.95 -1.91
H 3.64 -1.77 -1.82
H 4.05 1.33 -1.30
H 3.88 0.62 -3.00
H 1.74 -0.58 -1.92
H 1.84 0.97 -3.89
H 1.63 2.39 -2.82
H 0.25 1.13 -3.06
H 0.98 0.06 0.17
H 2.51 0.98 0.34
H 1.03 2.64 0.88
H 1.01 3.03 -0.87
H -1.09 3.50 1.48
H -3.63 3.07 1.83
H -0.86 0.22 -1.56
H -4.89 -0.87 1.86
H -3.31 -1.33 1.15
H -5.97 -2.86 1.21
H -4.28 -3.39 1.65
H -5.35 -3.02 -1.31
H -5.22 -4.54 -0.39
H -1.65 -5.41 -1.03
O 8.27 2.45 0.46
H 8.28 3.30 0.92
H 9.04 1.99 0.80
O -7.39 -5.02 -0.84
H -8.02 -4.69 -1.50
H -7.06 -5.84 -1.22
O -1.50 3.86 3.58
H -2.17 3.38 4.08
H -1.84 4.77 3.54
O 10.60 2.31 -1.43
H 11.24 2.97 -1.15
H 9.77 2.60 -1.05
O 6.95 4.82 0.62
H 6.09 4.39 0.63
H 6.75 5.75 0.48
O -3.90 3.19 4.91
H -4.56 2.69 5.41
H -4.25 4.09 4.87
O -4.28 0.53 6.21
H -4.15 -0.08 5.48
H -3.38 0.68 6.55
O 0.23 0.31 -5.76
H -0.59 -0.08 -5.45
H 0.51 -0.27 -6.48
O -5.11 0.01 -4.91
H -4.60 -0.12 -4.10
H -5.01 -0.83 -5.38
O 7.60 3.14 -2.85
H 7.81 2.79 -1.97
H 8.19 3.89 -2.96
O -0.36 -1.40 2.18
H -0.99 -1.07 1.52
H -0.04 -2.23 1.80
O -4.76 4.52 -0.76
H -5.58 4.12 -0.45
H -4.49 3.94 -1.48
O -8.53 -7.73 -1.53
H -8.64 -8.67 -1.71
H -9.43 -7.42 -1.37
O 3.42 -1.39 -4.29
H 2.80 -1.09 -4.97
H 3.76 -2.22 -4.64
O -0.89 6.56 3.87
H -0.21 5.86 3.87
H -0.39 7.36 4.06
O -4.73 -4.09 3.85
H -4.83 -5.03 3.68
H -5.63 -3.78 4.01
O 2.64 -1.40 2.93
H 2.54 -2.35 2.79
H 1.74 -1.08 3.05
```

Results of the Mulliken charge analysis, in e, for atoms 1 through 8: -0.946 0.304 -1.299 -0.292 -0.600 -1.046 0.850 -1.428